[1]
Below is a structure of composition CHFNOP at a distorted geometry, with properties calculated with the ωB97M-V functional and the def2-TZVPD basis.

The geometry in XYZ format:
```
6
Properties=species:S:1:pos:R:3
P 0.9839 -0.8234 0.2642
F 0.0013 -1.8779 -0.4348
O -1.4813 1.5218 -0.2886
N 0.6856 0.6391 -0.6517
C -0.4042 1.1183 -0.3357
H 0.2148 -0.5779 1.4467
```

Properties
HOMO-LUMO gap in eV: 10.640
Lowest unoccupied orbital energy in Eh: 0.017



[2]
Below is a structure of composition CHGdLiO2 at a distorted geometry, with properties calculated with the ωB97M-V functional and the def2-TZVPD basis.

The geometry in XYZ format:
```
6
Properties=species:S:1:pos:R:3
Gd -2.2841 -0.3213 -1.6094
O -0.3588 -0.0095 -0.4519
O 1.3870 -0.0320 0.9042
C 0.1835 -0.1832 0.7467
Li 1.6553 0.3335 -1.0608
H -0.5828 0.2125 1.4712
```

Properties
ΔE to the lowest compared entry with this formula, charge and spin in kJ/mol: 110.69
HOMO-LUMO gap (spin up / spin down) in eV: 10.509 / 4.526
Expectation value of S²: 16.28
Lowest unoccupied orbital energy (spin up / spin down) in Eh: -0.585 / -0.711
Charge: +3
2S+1: 8



[3]
Below is a structure of composition CHHgO2 at a distorted geometry, with properties calculated with the ωB97M-V functional and the def2-TZVPD basis.

The geometry in XYZ format:
```
5
Properties=species:S:1:pos:R:3
Hg 2.1620 0.2011 -0.0474
O -1.7350 -0.2428 -0.1173
O 0.2782 -0.1676 0.1011
C -0.8206 0.5547 0.0506
H -0.5434 -1.1569 -0.0931
```

Properties
ΔE to the lowest compared entry with this formula, charge and spin in kJ/mol: 42.57
HOMO-LUMO gap (spin up / spin down) in eV: 7.526 / 8.423
Expectation value of S²: 0.76
Lowest unoccupied orbital energy (spin up / spin down) in Eh: -0.556 / -0.558
Charge: +2
2S+1: 2



[4]
Below is a structure of composition CHIOS2 at a distorted geometry, with properties calculated with the ωB97M-V functional and the def2-TZVPD basis.

The geometry in XYZ format:
```
6
Properties=species:S:1:pos:R:3
I 3.3378 -0.1555 0.1870
S 1.6470 0.6423 -1.3200
S 0.0158 -2.1752 -0.7773
O 1.2341 1.9650 -0.8635
C 0.5848 -0.7026 -0.3045
H 0.0858 -0.2735 0.5361
```

Properties
ΔE to the lowest compared entry with this formula, charge and spin in kJ/mol: 196.57
HOMO-LUMO gap in eV: 7.901
Lowest unoccupied orbital energy in Eh: -0.047



[5]
Below is a cluster of 2 separate species, CHIOS2 in total at a distorted geometry, with properties calculated with the ωB97M-V functional and the def2-TZVPD basis.

The geometry in XYZ format:
```
6
Properties=species:S:1:pos:R:3
I -3.7577 -0.0086 -0.0926
S -0.9473 -1.8437 -1.0102
S -1.2322 -1.8015 1.0793
O -2.1059 0.9138 -0.2127
C -0.6001 -0.5825 0.0812
H 0.1902 0.1342 0.1633
```

Properties
ΔE to the lowest compared entry with this formula, charge and spin in kJ/mol: 342.09
HOMO-LUMO gap (spin up / spin down) in eV: 5.947 / 5.773
Expectation value of S²: 2.02
Lowest unoccupied orbital energy (spin up / spin down) in Eh: -0.019 / -0.095
2S+1: 3



[6]
Below is an isolated molecule of CHIS2 at a distorted geometry, with properties calculated with the ωB97M-V functional and the def2-TZVPD basis.

The geometry in XYZ format:
```
5
Properties=species:S:1:pos:R:3
I 2.1458 1.0488 0.0338
S -0.5028 -1.1448 -0.9842
S -0.5189 -1.1628 1.1053
C -0.1942 0.2168 0.0750
H -0.9299 1.0420 -0.2298
```

Properties
ΔE to the lowest compared entry with this formula, charge and spin in kJ/mol: 133.67
SMILES string: IC1SS1
HOMO-LUMO gap in eV: 7.818
Lowest unoccupied orbital energy in Eh: -0.043